No. 1
Computed, not measured: a structure of composition C20H28NO3Os in a non-equilibrium geometry, with ωB97M-V/def2-TZVPD.

Structure (XYZ):
```
53
Properties=species:S:1:pos:R:3:forces:R:3:mulliken_charge:R:1
O 0.562 0.324 -4.643 -0.1 0.0 0.0 -0.397
C 0.363 1.628 -5.228 0.1 0.1 0.1 -0.405
C 0.119 1.035 -6.611 0.0 0.0 -0.1 -0.892
H 1.252 2.255 -5.131 0.0 0.0 0.0 0.286
H -0.486 2.149 -4.779 0.0 0.0 0.0 0.245
C 0.337 -0.334 -5.938 0.0 0.1 0.1 1.589
H 0.857 1.293 -7.366 0.0 0.0 0.0 0.302
H -0.879 1.190 -7.016 0.0 0.0 0.0 0.304
C 1.574 -1.080 -6.375 0.1 0.0 0.0 -1.620
H 2.440 -0.420 -6.383 0.0 0.1 0.0 0.389
H 1.444 -1.490 -7.378 0.0 0.0 0.0 0.386
H 1.783 -1.905 -5.695 0.0 -0.1 0.1 0.354
C -0.881 -1.224 -5.874 -0.1 0.0 0.0 -1.664
H -1.751 -0.665 -5.536 -0.1 0.1 0.0 0.377
H -0.715 -2.047 -5.180 0.0 -0.1 0.0 0.353
H -1.103 -1.646 -6.855 0.0 0.0 0.0 0.401
Os 0.000 0.000 3.372 0.0 -0.6 -3.1 1.013
C -1.958 -0.491 4.617 -2.9 -1.6 -1.3 -0.480
C -1.660 0.872 4.791 -1.8 2.3 -0.2 -0.086
C -1.837 1.509 3.541 -0.3 0.5 -0.3 -0.649
H -1.326 1.346 5.697 -1.5 0.7 -0.4 0.487
C -2.246 0.539 2.610 0.5 0.8 -0.7 -0.480
C -2.303 -0.703 3.261 -0.4 -0.8 1.2 -0.752
H -2.558 -1.648 2.811 -0.1 0.0 0.0 0.428
H -1.918 -1.243 5.385 -0.2 0.0 -0.1 0.632
H -1.641 2.546 3.339 -0.1 0.2 0.0 0.449
H -2.434 0.713 1.564 -0.1 0.0 -0.1 0.575
C 1.106 -1.439 4.921 1.2 -2.7 1.4 -0.055
C 0.336 -2.237 4.042 -0.2 -1.4 -0.2 -0.815
C 0.865 -2.103 2.743 -0.5 0.2 -0.1 -0.518
H -0.510 -2.844 4.311 0.0 -0.1 0.1 0.587
C 1.984 -1.239 2.831 0.5 0.4 -0.1 -0.271
C 2.133 -0.845 4.168 1.1 0.6 -0.9 -0.846
H 2.850 -0.135 4.536 0.2 0.0 0.1 0.409
H 0.935 -1.303 5.975 2.2 -2.9 -0.6 0.555
H 0.507 -2.605 1.861 0.0 -0.1 -0.1 0.509
H 2.583 -0.888 2.008 0.1 -0.1 -0.1 0.443
O 0.325 0.599 1.229 0.2 0.5 -0.6 0.083
C -0.046 -0.281 0.146 0.0 -0.2 -0.3 -0.538
C -0.358 0.622 -1.029 -0.1 0.0 0.0 -0.538
H -0.887 -0.888 0.471 -0.1 0.0 0.0 0.325
H 0.798 -0.941 -0.063 0.1 0.0 0.0 0.340
C 0.567 1.806 -0.776 0.2 0.1 -0.1 -0.726
H -1.400 0.942 -0.997 -0.1 0.0 0.0 0.240
H -0.185 0.130 -1.983 0.1 0.0 -0.1 0.318
C 0.498 1.953 0.728 -0.1 0.1 0.1 -0.460
H 0.255 2.713 -1.289 0.0 0.0 0.0 0.405
H 1.583 1.570 -1.091 0.0 0.0 0.0 0.263
H -0.361 2.545 1.043 -0.1 0.0 0.0 0.273
H 1.384 2.362 1.197 0.2 0.0 0.0 0.341
O 0.000 0.000 7.958 -0.1 -0.3 -7.6 -0.552
C 0.000 0.000 6.687 0.0 1.6 0.2 0.719
N 0.000 0.000 5.372 2.3 2.8 13.5 -0.641
```
Forces are in eV/Å.

Summary:
Relative energy (zero: lowest compared OMol25 entry of this formula, charge and spin), kJ/mol: 496.6
Net charge: +1
Largest force on an atom, eV Å⁻¹: 14.0
Electronic energy, Ha: -1149.359394
Frontier orbital gap (spin up / spin down), eV: 6.085 / 6.309
<S²>: 6.047
E_HOMO (spin up / spin down), eV: -10.30 / -11.19
2S+1: 5

No. 2
Computed, not measured: the molecule C20H28O5, with ωB97M-V/def2-TZVPD.

Structure (XYZ):
```
53
Properties=species:S:1:pos:R:3:forces:R:3:mulliken_charge:R:1
C 4.033 2.234 -1.847 0.1 0.0 -0.2 -0.782
C 3.212 2.736 -0.945 -0.1 0.2 0.1 -0.161
C 2.818 2.075 0.345 0.0 -0.1 0.0 -0.907
C 3.240 0.638 0.433 -0.2 0.1 0.0 0.544
C 4.316 0.241 1.203 -0.2 -0.1 -0.1 -0.580
C 4.719 -1.089 1.276 0.0 -0.2 0.0 0.641
C 5.893 -1.476 2.125 0.0 0.1 0.0 -1.412
C 4.008 -2.027 0.550 0.1 0.1 0.1 -1.062
C 2.924 -1.658 -0.233 -0.3 0.1 -0.3 -0.698
C 2.535 -0.329 -0.303 0.2 0.0 0.2 0.846
O 1.490 0.142 -1.041 0.1 0.1 0.2 0.037
C 0.715 -0.763 -1.792 -0.3 -0.2 -0.4 -0.951
C -0.364 0.034 -2.526 0.3 0.1 0.4 -1.202
C -1.122 1.001 -1.616 0.0 -0.2 0.0 -1.074
C -1.740 0.319 -0.393 -0.1 0.3 -0.2 1.733
C -2.459 1.344 0.480 0.3 -0.1 -0.2 -0.253
O -2.240 2.523 0.476 0.0 0.1 0.0 -0.615
O -3.345 0.736 1.270 -0.1 -0.3 0.1 -0.258
C -4.132 1.565 2.131 -0.2 0.4 0.2 -0.318
C -5.320 2.157 1.387 0.4 -0.2 0.0 -1.098
C -2.745 -0.749 -0.789 0.2 0.1 0.1 0.028
O -3.633 -0.592 -1.582 -0.1 0.0 -0.1 -0.610
O -2.501 -1.889 -0.141 0.3 -0.1 0.2 -0.311
C -3.423 -2.963 -0.342 -0.5 -0.3 -0.2 -0.297
C -4.648 -2.806 0.547 0.4 0.1 -0.2 -1.066
H 4.277 2.767 -2.750 0.0 0.2 -0.1 0.288
H 4.494 1.267 -1.724 0.1 -0.2 0.1 0.283
H 2.769 3.712 -1.098 0.0 0.1 -0.1 0.347
H 1.730 2.138 0.439 0.0 0.1 0.1 0.100
H 3.255 2.642 1.173 -0.1 0.0 0.0 0.491
H 4.861 0.988 1.764 0.0 0.1 0.1 0.401
H 6.084 -2.545 2.059 0.1 -0.1 0.0 0.355
H 5.709 -1.220 3.168 0.1 0.0 0.1 0.322
H 6.787 -0.943 1.804 0.1 0.0 0.0 0.326
H 4.296 -3.068 0.587 0.0 -0.1 0.0 0.320
H 2.396 -2.419 -0.786 -0.1 0.0 -0.1 0.395
H 1.342 -1.290 -2.526 0.0 0.0 0.1 0.594
H 0.256 -1.515 -1.133 0.1 0.0 0.0 0.502
H -1.057 -0.670 -2.988 0.0 0.0 -0.1 0.431
H 0.109 0.618 -3.316 0.0 -0.1 -0.1 0.483
H -1.920 1.473 -2.190 0.0 0.1 0.1 0.388
H -0.445 1.779 -1.266 -0.1 0.0 0.0 0.505
H -0.969 -0.141 0.230 0.0 0.0 0.0 0.044
H -4.458 0.904 2.936 0.1 0.1 -0.1 0.332
H -3.498 2.361 2.533 -0.1 -0.2 0.0 0.326
H -4.970 2.825 0.603 0.0 0.1 0.0 0.320
H -5.913 1.366 0.935 -0.1 0.0 0.0 0.265
H -5.941 2.719 2.079 -0.1 0.1 0.1 0.400
H -2.866 -3.868 -0.092 0.0 0.1 -0.1 0.342
H -3.718 -2.984 -1.396 0.1 -0.1 0.2 0.323
H -5.307 -3.659 0.417 -0.1 -0.1 0.0 0.414
H -5.184 -1.899 0.277 -0.1 0.0 0.0 0.265
H -4.348 -2.739 1.589 0.0 0.0 0.1 0.266
```
Forces are in eV/Å.

Summary:
Relative energy (zero: lowest compared OMol25 entry of this formula, charge and spin), kJ/mol: 0.0
Net charge: 0
Largest force on an atom, eV Å⁻¹: 0.5
SMILES: C=CCc1cc(C)ccc1OCCCC(C(=O)OCC)C(=O)OCC
Electronic energy, Ha: -1155.110566
Frontier orbital gap, eV: 8.981
E_HOMO, eV: -8.21

No. 3
Computed, not measured: a structure of composition C20H29BaI2N in a non-equilibrium geometry, with ωB97M-V/def2-TZVPD.

Structure (XYZ):
```
53
Properties=species:S:1:pos:R:3:forces:R:3:mulliken_charge:R:1
Ba 0.606 0.322 0.784 -0.9 -0.7 -0.5 1.113
C 1.511 2.543 2.283 0.2 0.1 -0.2 0.714
C 2.252 2.618 1.073 0.0 -0.2 0.2 0.354
C 3.146 1.521 1.042 -0.1 0.0 0.2 0.335
C 2.964 0.769 2.232 -0.1 0.3 -0.1 0.433
C 1.951 1.403 2.997 0.2 0.0 0.0 0.481
C 1.441 0.956 4.340 0.2 0.1 0.0 -1.567
C 3.667 -0.518 2.559 0.2 0.1 0.0 -1.580
C 4.060 1.164 -0.103 0.1 0.3 0.3 -1.298
C 2.091 3.626 -0.032 0.1 0.2 0.3 -1.686
C 0.483 3.527 2.765 0.2 0.2 0.0 -1.716
H 1.969 1.478 5.144 -0.1 0.0 0.1 0.295
H 1.603 -0.111 4.508 0.0 0.0 0.0 0.364
H 0.375 1.152 4.477 0.0 0.0 0.0 0.308
H 4.530 -0.347 3.210 0.0 -0.1 0.0 0.282
H 4.054 -0.998 1.656 0.0 0.0 0.0 0.339
H 3.026 -1.243 3.069 0.0 0.0 0.0 0.317
H 5.098 1.168 0.240 0.0 -0.1 -0.1 0.314
H 3.986 1.912 -0.894 0.0 0.0 0.0 0.400
H 3.860 0.186 -0.556 0.0 0.0 0.1 0.190
H 3.034 4.156 -0.192 0.0 0.0 -0.1 0.426
H 1.350 4.382 0.233 0.0 0.0 0.0 0.433
H 1.789 3.199 -0.995 0.0 -0.1 0.0 0.193
H 0.936 4.265 3.435 -0.1 0.0 0.0 0.319
H -0.334 3.055 3.315 0.0 0.0 0.0 0.311
H 0.039 4.091 1.942 0.0 0.0 0.0 0.397
C -2.603 2.142 1.143 0.0 0.0 0.0 -1.144
N -1.829 1.704 -0.014 0.0 0.0 -0.1 0.697
C -1.533 2.834 -0.885 0.0 0.2 0.0 -0.964
C -2.586 0.697 -0.785 0.0 0.1 -0.1 -0.870
C -2.872 -0.568 -0.010 0.2 0.1 0.1 0.721
C -4.188 -1.010 0.061 0.0 -0.1 0.0 -0.638
C -4.497 -2.171 0.760 0.0 0.0 0.0 -0.500
C -3.474 -2.865 1.383 0.0 0.0 0.0 -0.508
C -2.166 -2.390 1.300 0.2 -0.1 0.1 -0.532
C -1.785 -1.227 0.611 -0.2 -0.2 -0.1 -0.392
H -3.604 2.491 0.848 0.0 0.0 0.0 0.320
H -2.087 2.960 1.645 0.0 0.0 0.0 0.301
H -2.730 1.313 1.840 0.0 0.0 0.0 0.291
H -2.447 3.299 -1.286 0.0 0.0 0.0 0.386
H -0.933 2.504 -1.737 0.0 0.0 0.0 0.188
H -0.972 3.598 -0.345 0.0 0.0 0.0 0.185
H -1.984 0.474 -1.669 0.0 -0.1 0.0 0.142
H -3.519 1.159 -1.150 0.0 0.0 0.0 0.312
H -4.980 -0.451 -0.430 0.0 0.0 0.0 0.315
H -5.520 -2.522 0.820 0.0 0.0 0.0 0.369
H -3.697 -3.770 1.938 0.0 0.0 0.0 0.367
H -1.406 -2.981 1.813 0.0 0.0 0.0 0.312
I 0.760 -0.136 -2.983 0.0 0.1 0.1 0.123
C 0.489 -2.144 -2.358 0.0 -0.2 -0.3 -0.765
I 1.960 -2.856 -1.010 0.0 0.1 0.1 0.088
H 0.576 -2.724 -3.268 0.0 -0.1 0.1 0.469
H -0.485 -2.266 -1.896 0.0 0.2 0.1 0.254
```
Forces are in eV/Å.

Summary:
Relative energy (zero: lowest compared OMol25 entry of this formula, charge and spin), kJ/mol: 0.0
Net charge: 0
Largest force on an atom, eV Å⁻¹: 1.2
Electronic energy, Ha: -1455.095842
Frontier orbital gap, eV: 6.376
E_HOMO, eV: -7.05